{
  "formula": "C2H2O2",
  "method": "wB97M-V/def2-TZVPD",
  "elements": ["C", "C", "O", "O", "H", "H"],
  "xyz": [[-0.928, 0.336, -0.109], [0.998, -0.181, 0.247], [-1.839, 1.120, 0.111], [1.299, -0.783, 1.208], [-1.104, -0.513, -0.799], [1.573, 0.021, -0.658]],
  "e_lumo_ev": 0.43,
  "max_force_ev_per_a": 3.55,
  "e_tot_ev": -6198.191,
  "charge": 0,
  "homo_lumo_gap_ev": 9.307,
  "spin_multiplicity": 1,
  "e_homo_ev": -8.882
}


{
  "formula": "C2H2O2S",
  "method": "wB97M-V/def2-TZVPD",
  "elements": ["C", "C", "O", "O", "S", "H", "H"],
  "xyz": [[-2.421, 0.503, -0.050], [1.757, -0.306, 0.065], [1.452, -1.379, 0.489], [-3.083, 1.394, 0.272], [-1.526, -0.673, -0.478], [2.354, 0.419, 0.643], [1.467, 0.042, -0.940]],
  "e_lumo_ev": 0.61,
  "max_force_ev_per_a": 1.31,
  "e_tot_ev": -17036.025,
  "charge": 0,
  "smiles": "O=C=S.C=O",
  "homo_lumo_gap_ev": 10.974,
  "spin_multiplicity": 1,
  "e_homo_ev": -10.365
}


{
  "formula": "C2H2O2S",
  "method": "wB97M-V/def2-TZVPD",
  "elements": ["C", "C", "O", "O", "S", "H", "H"],
  "xyz": [[0.010, 0.124, -0.774], [-1.212, -0.057, 0.004], [2.738, 0.087, 0.757], [-0.428, 1.140, -0.117], [2.252, -0.758, -0.340], [-2.158, -0.035, -0.520], [-1.202, -0.502, 0.990]],
  "e_lumo_ev": [-1.26, -1.12],
  "max_force_ev_per_a": 1.36,
  "e_tot_ev": -17030.937,
  "charge": 0,
  "homo_lumo_gap_ev": [7.585, 6.976],
  "spin_multiplicity": 1,
  "e_homo_ev": [-8.847, -8.098]
}


{
  "formula": "C2H2O2S2",
  "method": "wB97M-V/def2-TZVPD",
  "elements": ["C", "C", "O", "O", "S", "S", "H", "H"],
  "xyz": [[-1.229, 0.575, 0.090], [-1.240, -0.263, 1.057], [2.409, 0.816, -0.197], [-1.128, -1.070, 1.874], [1.150, -1.306, -1.714], [2.402, -0.624, -0.463], [-1.986, 1.185, -0.168], [-0.377, 0.686, -0.479]],
  "e_lumo_ev": [-2.06, -2.06],
  "max_force_ev_per_a": 3.25,
  "e_tot_ev": -27869.716,
  "charge": 0,
  "homo_lumo_gap_ev": [7.321, 7.320],
  "spin_multiplicity": 1,
  "e_homo_ev": [-9.384, -9.384]
}


{
  "formula": "C2H2O2S2",
  "method": "wB97M-V/def2-TZVPD",
  "elements": ["C", "C", "O", "O", "S", "S", "H", "H"],
  "xyz": [[-0.763, 0.847, -0.039], [1.378, -0.206, 0.075], [-3.131, 0.430, -0.218], [1.120, -1.428, 0.345], [2.533, 0.823, -0.269], [-1.875, -0.232, -0.327], [-1.064, 1.853, -0.206], [1.802, -2.088, 0.637]],
  "e_lumo_ev": [-0.83, -0.83],
  "max_force_ev_per_a": 4.34,
  "e_tot_ev": -27866.326,
  "charge": 0,
  "homo_lumo_gap_ev": [7.908, 7.903],
  "spin_multiplicity": 1,
  "e_homo_ev": [-8.740, -8.735]
}


{
  "formula": "C2H2O3",
  "method": "wB97M-V/def2-TZVPD",
  "elements": ["C", "C", "O", "O", "O", "H", "H"],
  "xyz": [[-2.367, -0.721, -0.377], [1.230, 0.055, 0.164], [-3.502, -0.716, -0.456], [0.527, 1.188, -0.301], [1.420, 1.175, 0.780], [0.559, -0.656, 0.589], [2.134, -0.324, -0.400]],
  "e_lumo_ev": 0.98,
  "max_force_ev_per_a": 5.51,
  "e_tot_ev": -8244.240,
  "charge": 0,
  "homo_lumo_gap_ev": 11.317,
  "spin_multiplicity": 1,
  "e_homo_ev": -10.338
}


{
  "formula": "C2H2O3",
  "method": "wB97M-V/def2-TZVPD",
  "elements": ["C", "C", "O", "O", "O", "H", "H"],
  "xyz": [[0.543, 0.064, -0.019], [2.069, 0.231, -0.037], [1.371, 1.315, 0.058], [2.959, -0.451, 0.693], [3.127, -0.245, -0.747], [0.241, -0.240, 0.896], [-0.643, -0.032, -0.949]],
  "e_lumo_ev": 0.58,
  "max_force_ev_per_a": 5.14,
  "e_tot_ev": -8241.380,
  "charge": 0,
  "homo_lumo_gap_ev": 11.657,
  "spin_multiplicity": 1,
  "e_homo_ev": -11.079
}


{
  "formula": "C2H2O3",
  "method": "wB97M-V/def2-TZVPD",
  "elements": ["C", "C", "H", "H", "O", "O", "O"],
  "xyz": [[-0.470, 0.080, -0.247], [0.195, -0.189, 0.968], [-0.032, 0.302, -2.047], [-0.631, -0.331, 1.886], [0.348, -0.113, -1.385], [-1.490, 0.605, -0.364], [1.431, -0.407, 1.228]],
  "e_lumo_ev": -1.37,
  "max_force_ev_per_a": 9.09,
  "e_tot_ev": -8246.981,
  "charge": 0,
  "smiles": "O=CC(=O)O",
  "homo_lumo_gap_ev": 9.620,
  "spin_multiplicity": 1,
  "e_homo_ev": -10.986
}


{
  "formula": "C2H2O3",
  "method": "wB97M-V/def2-TZVPD",
  "elements": ["C", "C", "O", "O", "O", "H", "H"],
  "xyz": [[-0.144, 0.734, -0.863], [-0.251, -0.399, -0.083], [-1.457, 0.420, -1.274], [-1.448, -0.792, -0.571], [1.448, -1.237, 1.658], [0.322, 1.661, -0.982], [1.529, -0.387, 2.115]],
  "e_lumo_ev": [-3.34, -3.35],
  "max_force_ev_per_a": 4.17,
  "e_tot_ev": -8237.814,
  "charge": 0,
  "homo_lumo_gap_ev": [6.853, 6.809],
  "spin_multiplicity": 1,
  "e_homo_ev": [-10.189, -10.155]
}


{
  "formula": "C2H2O3S",
  "method": "wB97M-V/def2-TZVPD",
  "elements": ["C", "C", "H", "H", "O", "O", "O", "S"],
  "xyz": [[0.787, -0.659, -0.041], [-0.394, 0.308, -0.040], [1.836, 0.897, -0.126], [-2.678, 0.434, 0.310], [1.964, -0.019, 0.006], [0.649, -1.854, -0.022], [-0.247, 1.507, -0.042], [-1.916, -0.614, -0.045]],
  "e_lumo_ev": -0.67,
  "max_force_ev_per_a": 2.55,
  "e_tot_ev": -19084.077,
  "charge": 0,
  "smiles": "O=C(O)C(=O)S",
  "homo_lumo_gap_ev": 9.911,
  "spin_multiplicity": 1,
  "e_homo_ev": -10.583
}